No. 1
Here is a cluster of 3 separate species, C33H60BClF2N2O11S in total from the OMol25 dataset. Energies are from the ωB97M-V functional and the def2-TZVPD basis.

```
111
Properties=species:S:1:pos:R:3
Cl 4.6220 2.5986 -3.1621
S 4.0402 -0.6904 0.6003
F 1.1501 -3.5623 -3.7895
F -1.3312 -3.7577 -0.0034
O 5.1174 4.5101 6.6560
O 5.3504 2.7355 8.0534
O 6.1713 1.3185 0.2915
O 4.4942 -0.4904 2.0004
O 2.5407 -1.2923 0.6657
O -7.0547 -4.2117 -1.9671
O 5.1140 -1.4543 -0.0298
O 6.1765 4.6495 8.6570
O -8.1348 -5.8643 -3.0830
O 4.8786 3.3103 0.0217
O -9.1944 -4.0236 -2.2802
N 3.1001 2.0341 2.0399
N 4.1731 -0.1277 -2.4086
C 2.4026 3.6066 -4.5427
C -5.0526 0.8208 0.0311
C 2.1042 2.1835 -3.8113
C -4.7239 -1.7586 -0.2815
C 0.3918 0.2015 -2.0170
C -3.6336 1.5325 0.2064
C 0.6814 -2.2063 -3.5536
C 3.1100 -3.9497 -1.4610
C 2.5093 1.6513 0.7068
C -0.0680 1.5046 -1.2657
C -0.9615 1.2522 0.0599
C 0.4481 -2.1222 0.0132
C 5.5872 1.5246 5.9531
C 6.4970 6.0039 8.3461
C -1.0597 2.7076 0.7611
C 1.8214 -0.4796 -1.7417
C -6.1636 -0.2220 -2.0903
C -2.4191 0.6631 -0.3284
C -10.9793 -5.6282 -1.8675
C 4.6764 1.8947 7.1072
C 3.0768 0.5948 -1.7235
C -8.1305 -4.8029 -2.5109
C -5.2911 -0.3337 -0.7551
C -10.4471 -4.5266 -2.7632
C 2.3613 1.4112 3.1719
C 2.9721 1.9594 -2.5109
C 0.0689 -3.6202 -0.4105
C -5.8614 -4.9900 -2.0489
C 3.6052 0.9288 -0.2368
C 1.8498 -1.5798 -0.5838
C 1.9048 -1.3304 -3.1350
C 5.4992 4.0140 7.6876
C 2.5699 -2.9620 -0.9697
B 4.8794 1.8693 0.0224
H 2.6764 2.7900 -1.7822
H 1.4399 3.9201 -5.0802
H 2.6119 4.4368 -3.8105
H -5.4857 -2.5697 -0.4991
H -10.3533 -4.8588 -3.8001
H -1.6148 2.6400 1.7403
H 0.2895 -1.8716 -4.5730
H 0.6028 -4.3984 0.2242
H -7.0459 -0.9374 -1.9877
H 5.0942 0.8170 5.2833
H 7.2422 6.0374 7.5492
H -4.4165 -1.7539 0.8057
H -0.2068 -2.2968 -2.8812
H -0.4789 0.5467 0.7948
H 6.9239 6.4581 9.2400
H 2.3091 1.4390 -4.6530
H 4.1787 -0.0634 -3.4235
H -3.6744 2.4759 -0.4355
H 4.3884 0.9896 7.6450
H -0.4117 -1.4017 -0.0398
H -0.4931 -0.5051 -1.8591
H 5.8709 2.4040 5.3711
H 0.0784 -3.8432 -1.5046
H 3.7556 2.3700 6.7590
H -11.1434 -3.6860 -2.7555
H -5.0349 -4.3711 -1.7011
H 3.0371 3.0478 2.1716
H -5.5381 -0.4456 -3.0032
H -3.7948 -1.9472 -0.9195
H -11.9717 -5.9450 -2.1940
H -6.6263 0.8156 -2.1979
H 2.8277 -1.9359 -3.3047
H 5.6069 6.5679 8.0633
H 0.5205 -2.2765 1.1505
H -1.6009 3.3769 0.0184
H -10.3223 -6.5002 -1.8757
H 6.5130 1.0766 6.3220
H 1.5069 2.0611 3.5274
H -3.5605 1.7877 1.3173
H -2.5038 -0.3540 0.1862
H -5.6544 -5.2958 -3.0754
H -5.9146 1.2704 0.6292
H -0.8565 1.9850 -1.9550
H 2.2088 2.6682 0.2800
H 0.2443 0.4150 -3.1318
H 5.1172 0.0302 -2.0780
H 3.4547 -5.0013 -1.6300
H -5.9396 -5.8621 -1.3971
H 4.2822 3.6536 -0.6694
H 6.5510 1.9488 0.9399
H 0.0119 3.0601 0.8734
H 0.6783 2.3373 -1.1403
H 3.1183 1.2885 4.0198
H 2.0396 0.3451 2.9280
H 0.9864 2.2912 -3.6100
H 1.9811 -0.5081 -3.9296
H -11.0396 -5.2851 -0.8317
H -2.5023 0.4564 -1.4426
H 1.6074 1.0213 0.9240
H 3.1630 3.5094 -5.3733
```

Electronic energy ... -90156.830 eV
HOMO ... -7.188 eV
Charge ... 0
SMILES ... C#C[C@@]1(CCF)OS(=O)(=O)[C@@](CNC)(B(O)O)[C@](N)([C@@H](Cl)CC)[C@]1(CCF)CC[C@@H](C)CCC=C(C)C.CCOC(=O)OC.CCOC(=O)OC



No. 2
Here is a structure of composition C29H55F4IN2O11S from the OMol25 dataset. Energies are from the ωB97M-V functional and the def2-TZVPD basis.

```
103
Properties=species:S:1:pos:R:3
I 8.2771 -0.5087 1.7297
S 2.7835 1.4296 5.0397
F 5.6259 -0.3930 0.1360
F -0.5710 -0.7065 0.4494
F 0.5032 0.8171 -0.6207
F 0.0800 1.0581 1.4780
O 2.5784 3.9247 -0.3631
O -5.1636 -2.2339 -1.0207
O 1.8185 -1.8063 0.3337
O -7.5025 1.4391 -1.7243
O -3.0218 -2.7759 -2.9582
O -0.4360 -3.5942 7.3723
O 1.9519 -2.0315 6.6482
O 4.7410 -1.7199 -5.1305
O 3.0369 -1.3442 -2.7528
O -7.0965 1.8005 -4.6113
O 1.1787 6.5129 -0.3700
N 2.5725 1.1146 3.4736
N 4.3434 1.1130 5.1781
C 4.4357 -1.0822 -2.8070
C -3.7786 -2.2668 -0.7049
C -0.1986 -3.2651 8.7298
C 3.7450 0.7280 2.9967
C 4.8870 -0.6683 -4.1892
C -3.8991 -2.3507 -3.9859
C 0.4346 0.1736 0.5372
C -5.7085 -3.5122 -1.2968
C 1.7263 4.3897 0.6762
C -8.0210 2.5368 -3.8246
C -7.4633 0.4442 -4.7893
C 5.3068 -0.0066 1.3725
C 1.7421 -0.5279 0.9315
C -7.5494 2.6868 -2.3947
C -6.1971 0.8880 -1.6456
C 3.5851 -1.5939 -5.9410
C 6.3401 0.0296 2.3435
C 0.6441 5.3051 0.1495
C 2.7265 -2.7277 -2.8149
C 4.7842 0.7396 3.9874
C 1.2679 6.5258 -1.7836
C 0.8746 -2.3229 5.7697
C 2.9708 0.3166 0.5693
C 2.7526 -3.1623 6.9450
C 4.0191 0.3342 1.6552
C 3.8087 4.6247 -0.4349
C 6.1130 0.3830 3.6291
C -0.4364 -2.4672 6.5105
C -2.9273 -1.8513 -1.8835
H -5.6010 1.4263 -0.8994
H -3.4873 -3.2602 -0.3520
H -1.8809 -1.8254 -1.5672
H -8.2601 3.3211 -1.8548
H 3.7295 -0.8112 -6.6933
H 1.0850 -3.2254 5.1884
H 1.6561 -2.8192 -2.9950
H -5.0788 -4.0789 -1.9861
H 1.6579 -0.7128 1.9919
H -3.4353 -1.5561 -4.5808
H -3.6135 -1.5571 0.1117
H -6.5714 3.1772 -2.3680
H 4.9981 -1.9569 -2.4673
H 3.2640 -3.2256 -3.6239
H -6.6858 -3.3627 -1.7540
H -4.0892 -3.2064 -4.6322
H 3.3910 -2.9022 7.7879
H 4.4732 4.3148 0.3797
H 3.6608 5.7056 -0.3904
H 1.7210 5.6094 -2.1687
H 3.4351 -2.5447 -6.4497
H -7.7549 -0.0224 -3.8456
H -4.8500 -1.9929 -3.5831
H 1.9448 -1.6775 -0.6146
H 2.9713 -3.2243 -1.8676
H -3.2044 -0.8461 -2.2171
H 0.0178 -4.1913 9.2597
H 2.6974 -1.3658 -5.3468
H 1.8909 7.3727 -2.0670
H 5.9509 -0.4157 -4.1477
H 4.2773 4.3706 -1.3847
H -9.0084 2.0660 -3.8497
H 3.4025 -0.1162 -0.3212
H -0.0205 5.5731 0.9766
H 0.7903 -1.4837 5.0702
H -1.2372 -2.6178 5.7799
H -6.5968 -0.0807 -5.1897
H -1.0888 -2.8059 9.1730
H 2.7028 1.3362 0.2976
H -8.1087 3.5309 -4.2743
H 0.2759 6.6540 -2.2299
H -8.2872 0.3614 -5.5067
H -5.8372 -4.0826 -0.3707
H 4.3403 0.2211 -4.5170
H 1.2532 3.5103 1.1263
H 0.6512 -2.5877 8.8387
H 6.8798 0.4121 4.3834
H 3.3868 -3.4188 6.0893
H 2.1442 -4.0279 7.2161
H 0.0477 4.7897 -0.6091
H 2.3089 4.8942 1.4528
H 4.6386 -0.2626 -2.1127
H -6.2867 -0.1508 -1.3392
H -5.6865 0.9266 -2.6116
H -0.6579 -1.5540 7.0713
```

Electronic energy ... -86267.656 eV
HOMO ... -9.100 eV
Charge ... 0



No. 3
Here is the molecule C16H21N3O3S from the OMol25 dataset. Energies are from the ωB97M-V functional and the def2-TZVPD basis.

```
44
Properties=species:S:1:pos:R:3
S 5.0011 -1.1141 -1.5411
O 0.6313 -0.9344 2.3406
O -1.2035 3.4948 -0.8292
O -1.2410 2.9975 1.3548
N -0.2408 0.4639 0.9327
N 3.1404 0.3286 2.5293
N -4.6267 0.9339 -0.9290
C -0.9403 2.7248 0.0498
C -4.9972 -2.5453 0.2455
C -1.0136 0.5923 -1.3501
C -2.6847 -1.9852 -0.2115
C -3.6340 -2.8511 0.2866
C -4.5060 -0.3224 -0.3827
C -0.3285 1.3548 -0.1957
C -3.1821 -0.7327 -0.5886
C 0.9032 -0.0772 1.5363
C -3.4414 1.3446 -1.4260
C 2.3021 0.4447 1.2549
C 2.8721 -0.5461 0.1736
C -5.4304 -1.2678 0.0267
C 6.6390 -0.4856 -1.2297
C -2.4875 0.3774 -1.1753
C 4.1929 0.0883 -0.4147
H -5.4695 1.4299 -1.1018
H -3.2879 2.3584 -1.7604
H 0.7420 1.4781 -0.4756
H 2.1344 -0.6870 -0.6588
H 2.3714 1.4184 0.8473
H 2.8320 -0.5623 2.9166
H 6.7365 0.5701 -1.5836
H 3.9695 1.0041 -0.9697
H -3.3569 -3.8113 0.5702
H -6.4909 -1.0819 -0.0845
H -0.7376 1.3054 -2.1417
H -5.7054 -3.2422 0.5703
H 7.3445 -1.1685 -1.8330
H -0.9912 -0.2073 1.1642
H 2.9934 -1.5759 0.4865
H 6.7941 -0.5871 -0.1733
H -1.0706 2.2179 1.9006
H -0.5784 -0.3344 -1.5473
H -1.6100 -2.3075 -0.1455
H 4.8217 0.3917 0.4554
H 2.8343 1.1076 3.1073
```

Electronic energy ... -38380.802 eV
HOMO ... -8.078 eV
Energy above the lowest of the compared OMol25 structures with the same formula, charge and spin ... 52.2 kcal per mole
Charge ... 0
SMILES ... CSCC[C@H](N)C(=O)N[C@@H](Cc1c[nH]c2ccccc12)C(=O)O



No. 4
Here is the ion C5H9N2O with charge +1 from the OMol25 dataset. Energies are from the ωB97M-V functional and the def2-TZVPD basis.

```
17
Properties=species:S:1:pos:R:3
O -1.9142 -0.8534 2.0376
N 0.3865 -1.1286 1.1789
N -2.7633 0.5874 0.5209
C 2.3547 0.5129 -0.8759
C -0.0031 0.4300 -0.6905
C 1.1692 0.7264 -1.4514
C -1.7197 -0.1422 0.9636
C -0.4290 -0.2775 0.4314
H 1.0743 0.9675 -2.4782
H -1.1397 -1.4222 2.3232
H -0.7912 1.3162 -0.9567
H 0.2112 -2.0329 1.1923
H 3.2935 0.6121 -1.2914
H -2.7686 1.2945 -0.2403
H 1.3874 -0.9292 1.2720
H 2.3635 0.2171 0.1454
H -3.6453 0.4707 1.1450
```

Electronic energy ... -10350.008 eV
HOMO ... -13.312 eV
Energy above the lowest of the compared OMol25 structures with the same formula, charge and spin ... 60.2 kcal per mole
Charge ... +1
SMILES ... C=C/C=C(\N)C(=[NH2+])O



No. 5
Here is a cluster of 13 separate species, C5H35NO12 in total from the OMol25 dataset. Energies are from the ωB97M-V functional and the def2-TZVPD basis.

```
53
Properties=species:S:1:pos:R:3
O -0.9912 1.3450 3.5610
O 0.8897 1.0817 -2.8024
O -0.0540 -1.0614 -4.2599
O 2.4698 -0.7460 -1.4606
O -1.4755 2.2272 -2.0192
O -3.0975 0.0182 -1.6384
O 0.8917 -3.0185 -1.3036
O -2.8755 2.4128 0.4715
O 2.5372 -2.0558 3.8283
O -1.2368 4.6855 1.3739
O 2.4518 -2.9085 1.2103
O -1.5751 -2.1578 -2.2017
N 1.9487 0.2719 1.2879
C -0.2863 -0.2017 0.2259
C 2.9495 1.3047 1.5190
C -1.1561 -0.7778 1.3141
C -2.4291 -1.0808 1.1292
C 0.7313 0.8449 0.6925
H 1.1770 -3.3165 -0.3998
H -0.8955 0.2354 -0.5531
H -1.7138 2.6270 -1.1451
H -3.8825 -0.0811 -2.2734
H -2.9401 -0.9217 0.1942
H 0.3222 -0.3150 -3.7402
H -0.6630 -0.9434 2.2759
H -3.0824 -1.4996 1.8875
H -1.7589 4.1968 0.7210
H 1.4997 -2.2538 -1.4937
H 2.3469 -2.7429 4.5190
H -2.6057 2.1915 1.3827
H 3.8065 0.8682 2.0335
H 0.2291 -0.9982 -0.2244
H 1.9123 -0.1064 -1.9362
H -1.1158 -1.8275 -3.0187
H 3.2924 1.6926 0.5661
H 1.7226 -0.1708 2.1520
H 2.6307 -0.3633 -0.5942
H 2.5766 -1.9635 0.9520
H 0.6823 -1.6787 -4.3728
H -2.0632 1.4197 -2.0494
H 1.0460 1.4549 -0.1713
H 1.3054 1.7306 -3.4012
H -1.4849 4.2600 2.2094
H -1.4406 1.1865 4.4253
H 0.0949 1.5723 -2.4090
H 0.2590 1.5495 1.3602
H -2.5639 -0.8414 -1.7666
H -3.1482 1.5609 0.0996
H 2.5778 2.1406 2.1148
H 3.2579 -3.3756 0.9307
H -0.8426 -2.5376 -1.6786
H -0.3782 0.6618 3.4826
H 2.4567 -2.4797 2.9517
```

Electronic energy ... -31814.309 eV
HOMO ... -9.648 eV
Energy above the lowest of the compared OMol25 structures with the same formula, charge and spin ... 32.3 kcal per mole
Charge ... 0



No. 6
Here is a cluster of 2 separate species, C3H9B in total from the OMol25 dataset. Energies are from the ωB97M-V functional and the def2-TZVPD basis.

```
13
Properties=species:S:1:pos:R:3
C 1.0342 1.1825 0.0819
C 0.5695 -1.2694 0.0789
C 0.2652 -0.0018 -0.5610
B -2.3755 0.1534 0.0428
H 1.5729 -1.5015 0.1904
H 0.3488 -1.3641 1.1911
H 0.5087 2.1097 -0.2337
H -2.3217 1.3097 0.0586
H 1.1548 0.9350 1.1532
H -3.3212 -0.5045 0.1956
H 0.0208 -0.0355 -1.6438
H -0.0397 -2.0828 -0.5156
H 2.1872 1.2805 -0.1404
```

Electronic energy ... -3927.512 eV
HOMO ... -7.229 eV
Energy above the lowest of the compared OMol25 structures with the same formula, charge and spin ... 109.9 kcal per mole
Charge ... 0



Number 1: largest force on an atom 5.2 eV/Å, LUMO level 0.1928 eV. Number 2: largest force on an atom 1.0 eV/Å, LUMO level -0.8868 eV. Number 3: largest force on an atom 3.5 eV/Å, LUMO level 0.5399 eV. Number 4: largest force on an atom 5.6 eV/Å, LUMO level -5.0374 eV. Number 5: largest force on an atom 3.2 eV/Å, LUMO level 0.2325 eV. Number 6: largest force on an atom 4.3 eV/Å, LUMO level -0.0130 eV.